No. 1
Here is a gas-phase ion, C5H11N2O (charge +1) from the OMol25 dataset. Energies are from the ωB97M-V functional and the def2-TZVPD basis.

```
19
Properties=species:S:1:pos:R:3
C -2.38 -0.76 0.98
C -1.88 0.21 0.17
C -0.49 0.58 0.01
N -0.23 1.83 0.08
C 0.69 -0.38 -0.46
C 1.79 -0.15 0.59
N 1.10 0.02 -1.76
O 0.15 -1.69 -0.48
H -3.46 -0.94 0.93
H -1.73 -1.28 1.64
H -2.38 1.03 -0.35
H 0.74 1.94 -0.17
H -1.00 2.45 0.35
H 2.30 0.74 0.31
H 1.33 -0.18 1.59
H 2.47 -0.94 0.49
H 0.80 -0.67 -2.46
H 2.11 0.19 -1.89
H 0.06 -2.00 0.46
```

Properties
**Charge**: +1
**Relative energy (zero: lowest compared OMol25 entry of this formula, charge and spin)**: 264.9 kJ/mol
**Energy**: -381.56305 Ha
**SMILES**: C=CC(=[NH2+])[C@](C)(N)O
**M**: 115.16 g/mol
**HOMO energy**: -14.23 eV
**Frontier orbital gap**: 9.365 eV
**LUMO energy**: -4.9 eV



No. 2
Here is a single C26H28ClNO molecule from the OMol25 dataset. Energies are from the ωB97M-V functional and the def2-TZVPD basis.

```
57
Properties=species:S:1:pos:R:3
C 6.26 -4.46 0.50
N 5.14 -3.88 -0.21
C 5.38 -3.89 -1.64
C 4.83 -2.56 0.29
C 3.44 -2.09 -0.15
O 3.10 -0.99 0.66
C 1.89 -0.39 0.48
C 1.63 0.72 1.29
C 0.44 1.40 1.18
C -0.54 0.99 0.28
C -1.81 1.74 0.16
C -3.00 1.13 0.05
C -4.27 1.87 -0.31
C -4.46 2.02 -1.82
Cl -3.33 3.20 -2.53
C -3.15 -0.32 0.31
C -2.54 -0.87 1.44
C -2.69 -2.21 1.74
C -3.46 -3.03 0.93
C -4.09 -2.49 -0.18
C -3.95 -1.15 -0.48
C -1.61 3.20 0.15
C -0.72 3.78 -0.75
C -0.51 5.14 -0.75
C -1.16 5.95 0.17
C -2.02 5.38 1.09
C -2.25 4.01 1.08
C -0.27 -0.11 -0.53
C 0.93 -0.79 -0.44
H 6.03 -4.51 1.56
H 6.43 -5.47 0.14
H 7.19 -3.89 0.38
H 5.61 -4.91 -1.96
H 6.22 -3.24 -1.93
H 4.49 -3.56 -2.16
H 4.82 -2.60 1.38
H 5.58 -1.81 -0.02
H 3.44 -1.80 -1.21
H 2.73 -2.92 -0.01
H 2.39 1.02 1.99
H 0.25 2.25 1.82
H -5.13 1.32 0.07
H -4.27 2.87 0.13
H -5.47 2.39 -2.04
H -4.29 1.09 -2.36
H -1.95 -0.24 2.08
H -2.20 -2.62 2.61
H -3.57 -4.08 1.16
H -4.70 -3.11 -0.81
H -4.45 -0.75 -1.35
H -0.21 3.15 -1.47
H 0.17 5.58 -1.46
H -0.99 7.02 0.17
H -2.52 6.00 1.82
H -2.90 3.57 1.82
H -1.00 -0.42 -1.26
H 1.10 -1.63 -1.10
```

Properties
**Charge**: 0
**Relative energy (zero: lowest compared OMol25 entry of this formula, charge and spin)**: 17.9 kJ/mol
**Energy**: -1597.71231 Ha
**SMILES**: CN(C)CCOc1ccc(/C(=C(/CCCl)c2ccccc2)c2ccccc2)cc1
**M**: 405.97 g/mol
**HOMO energy**: -7.62 eV
**Frontier orbital gap**: 8.296 eV
**LUMO energy**: 0.7 eV



No. 3
Here is a molecular structure, C47H52MgN4O5S from the OMol25 dataset. Energies are from the ωB97M-V functional and the def2-TZVPD basis.

```
110
Properties=species:S:1:pos:R:3
Mg -13.52 -14.36 6.65
C -21.09 -12.83 6.01
C -19.94 -12.16 6.77
C -20.26 -12.25 8.23
C -19.93 -10.72 6.36
C -18.55 -12.75 6.49
C -17.60 -12.85 7.44
C -16.35 -13.39 7.07
N -15.30 -13.67 7.82
C -15.02 -13.50 9.15
C -15.79 -12.79 10.11
C -15.49 -13.06 11.45
C -14.42 -13.91 11.78
C -13.66 -14.55 10.85
C -13.97 -14.39 9.51
O -13.33 -15.05 8.58
C -12.69 -15.66 11.24
C -12.33 -15.76 12.77
C -11.31 -15.49 10.58
C -13.33 -16.99 10.92
C -16.19 -12.41 12.63
C -16.44 -13.52 13.69
C -17.57 -11.86 12.28
C -15.29 -11.32 13.17
C -16.25 -14.08 5.76
O -15.32 -14.87 5.64
C -17.24 -13.82 4.74
C -18.31 -13.13 5.15
C -17.08 -14.31 3.34
C -18.17 -13.87 2.38
C -16.95 -15.88 3.31
C -15.72 -13.70 2.80
H -22.01 -12.39 6.39
H -21.15 -13.90 6.29
H -21.03 -12.74 4.94
H -21.14 -11.65 8.56
H -19.50 -11.80 8.85
H -20.36 -13.24 8.61
H -20.95 -10.34 6.44
H -19.56 -10.71 5.31
H -19.26 -10.12 6.96
H -17.71 -12.58 8.47
H -16.44 -12.05 9.72
H -14.16 -14.06 12.80
H -11.93 -14.89 13.20
H -11.67 -16.61 12.99
H -13.26 -15.92 13.33
H -10.89 -14.49 10.72
H -11.37 -15.70 9.53
H -10.59 -16.24 11.04
H -14.24 -17.13 11.49
H -12.73 -17.89 11.09
H -13.55 -16.93 9.86
H -16.74 -14.42 13.19
H -17.21 -13.20 14.41
H -15.50 -13.68 14.27
H -18.23 -12.66 11.93
H -17.58 -11.10 11.45
H -17.91 -11.30 13.17
H -14.28 -11.69 13.39
H -15.69 -10.96 14.14
H -15.13 -10.52 12.48
H -19.09 -12.87 4.49
H -19.19 -14.16 2.64
H -17.93 -14.28 1.42
H -18.20 -12.78 2.30
H -17.92 -16.36 3.51
H -16.18 -16.23 4.00
H -16.73 -16.16 2.30
H -15.67 -12.66 3.07
H -15.57 -13.84 1.75
H -14.87 -14.21 3.30
C -10.68 -11.16 8.55
C -11.82 -11.72 7.86
N -11.82 -12.97 7.45
C -10.69 -13.70 7.64
C -9.56 -13.24 8.30
C -9.60 -11.91 8.76
C -8.46 -14.12 8.55
C -8.56 -15.47 8.33
C -9.72 -15.94 7.66
C -9.90 -17.33 7.56
C -11.02 -17.78 6.97
C -11.91 -16.86 6.45
N -11.80 -15.55 6.61
C -10.73 -15.07 7.25
H -10.73 -10.11 8.82
H -12.64 -11.02 7.63
H -8.76 -11.47 9.28
H -7.61 -13.71 9.14
H -7.81 -16.13 8.72
H -9.16 -18.02 7.96
H -11.23 -18.83 6.79
H -12.80 -17.18 5.99
O -12.96 -9.06 3.75
S -12.25 -9.89 4.67
O -11.64 -9.24 5.82
N -13.18 -11.12 5.28
C -12.75 -12.28 4.83
O -13.23 -13.42 5.04
C -11.52 -12.21 3.95
C -10.81 -13.29 3.46
C -9.70 -13.04 2.69
C -9.30 -11.74 2.36
C -9.97 -10.66 2.98
C -11.09 -10.93 3.77
H -11.15 -14.31 3.68
H -9.15 -13.86 2.36
H -8.46 -11.61 1.66
H -9.62 -9.63 2.84
```

Properties
**Charge**: 0
**Energy**: -3015.81907 Ha
**M**: 809.33 g/mol
**HOMO energy (spin up / spin down)**: -7.19 / -7.26 eV
**Frontier orbital gap (spin up / spin down)**: 5.615 / 5.792 eV
**LUMO energy (spin up / spin down)**: -1.6 / -1.5 eV